A single C5H6O molecule in a non-equilibrium geometry. Source: the OMol25 dataset; level of theory: ωB97M-V with the def2-TZVPD basis set.

Element x y z (Å)
C  2.5675  -0.2058  -0.5134
C  1.4187  0.3508  -0.3092
C  0.1270  0.4530  -0.4122
C  -0.7100  -0.0346  0.7179
C  -2.1330  -0.2392  0.2978
O  -2.5375  -0.0394  -0.8229
H  1.9339  -0.5927  -1.4150
H  3.5058  0.1822  -0.0812
H  -0.3404  0.9259  -1.2654
H  -0.3191  -0.9508  1.1868
H  -0.6969  0.7230  1.5146
H  -2.8159  -0.5724  1.1023

Cartesian forces (eV/Å) of the 2 atoms listed first:
-1.01 0.43 -0.59
-0.82 0.57 0.59

Calculated values
SMILES: C=C=CCC=O
Max |F| in eV/A: 3.57
E_HOMO in hartree: -0.3221
Energy in eV: -7325.5530
Energy above the lowest of the compared OMol25 structures with the same formula, charge and spin in kcal/mol: 86.1